[1]
This record from the OMol25 dataset describes C37H55GeN2PPdS as an isolated structure. The level of theory is the ωB97M-V functional and the def2-TZVPD basis.

Structure (XYZ):
```
98
Properties=species:S:1:pos:R:3:mulliken_charge:R:1
Pd 0.058 -1.350 -0.710 -0.23
C -1.329 2.526 -3.708 -1.60
C -0.702 1.869 -2.480 0.53
C -1.219 2.516 -1.192 -1.31
P -0.903 0.043 -2.348 1.51
C -0.634 -0.608 -4.050 0.58
C 0.791 -0.301 -4.514 -1.56
C -0.919 -2.106 -4.105 -1.55
C -2.640 -0.294 -1.990 -0.53
C -3.703 0.078 -2.821 -0.05
C -5.025 -0.149 -2.488 0.21
C -6.160 0.255 -3.395 -1.67
C -5.261 -0.771 -1.255 -1.04
C -4.241 -1.175 -0.421 -0.60
C -2.885 -0.979 -0.782 -0.06
N -1.844 -1.415 -0.002 1.54
C -2.139 -1.907 1.297 -0.92
C -2.308 -3.277 1.522 1.19
C -2.274 -4.254 0.376 -1.75
C -2.530 -3.730 2.821 -1.02
C -2.617 -2.856 3.897 0.80
C -2.822 -3.371 5.301 -1.64
C -2.491 -1.494 3.643 -0.84
C -2.257 -1.007 2.361 0.55
C -2.144 0.474 2.118 -1.21
H -1.104 3.596 -3.701 0.47
H -2.415 2.427 -3.696 0.26
H -0.958 2.119 -4.649 0.35
H 0.383 2.015 -2.510 0.57
H -2.308 2.452 -1.143 0.26
H -0.932 3.569 -1.160 0.54
H -0.820 2.030 -0.300 0.03
H -1.357 -0.103 -4.696 0.57
H 1.524 -0.730 -3.827 0.14
H 0.991 0.769 -4.585 0.35
H 0.973 -0.739 -5.499 0.51
H -0.267 -2.658 -3.425 0.03
H -0.748 -2.477 -5.119 0.53
H -1.950 -2.330 -3.827 0.30
H -3.490 0.557 -3.772 0.13
H -5.785 0.593 -4.362 0.35
H -6.753 1.068 -2.968 0.31
H -6.842 -0.579 -3.578 0.36
H -6.287 -0.951 -0.946 0.38
H -4.475 -1.659 0.519 0.56
H -1.660 -3.881 -0.441 0.09
H -3.280 -4.410 -0.026 0.35
H -1.892 -5.224 0.697 0.47
H -2.651 -4.797 2.990 0.41
H -3.328 -4.336 5.297 0.40
H -3.418 -2.676 5.894 0.39
H -1.868 -3.504 5.816 0.26
H -2.574 -0.789 4.466 0.40
H -2.021 1.012 3.058 0.48
H -3.039 0.857 1.618 0.38
H -1.298 0.699 1.467 -0.19
C 5.686 -2.495 2.128 -1.40
C 4.619 -3.355 1.461 0.10
C 3.255 -3.177 2.116 0.35
C 2.151 -4.054 1.504 -1.28
Ge 1.166 -3.337 -0.040 0.21
C 2.331 -2.172 -1.183 -0.38
C 2.851 -2.781 -2.488 -0.76
C 3.812 -3.955 -2.294 0.21
C 3.974 -4.778 -3.568 -1.52
H 6.666 -2.634 1.670 0.42
H 5.778 -2.737 3.190 0.32
H 5.430 -1.434 2.055 0.24
H 4.906 -4.412 1.500 0.43
H 4.555 -3.095 0.404 -0.21
H 2.992 -2.118 2.061 -0.75
H 3.355 -3.403 3.183 0.73
H 1.409 -4.325 2.261 0.46
H 2.573 -4.999 1.149 0.59
H 0.869 -4.588 -0.918 -0.20
H 3.102 -1.697 -0.579 0.54
H 1.712 -1.263 -1.525 0.31
H 3.363 -2.016 -3.082 0.62
H 2.005 -3.122 -3.092 -0.15
H 3.450 -4.594 -1.485 0.03
H 4.790 -3.580 -1.979 0.31
H 3.017 -5.210 -3.871 0.35
H 4.682 -5.597 -3.434 0.43
H 4.335 -4.161 -4.395 0.33
S 1.729 -0.269 4.103 -0.35
C 1.041 -0.717 2.577 -0.34
N 1.547 -0.166 1.529 0.63
C 2.574 0.701 1.905 -0.64
C 3.343 1.444 1.008 -0.67
C 4.346 2.249 1.502 -0.66
C 4.595 2.324 2.882 -0.49
C 3.843 1.594 3.780 -0.58
C 2.827 0.778 3.274 1.19
H 0.227 -1.436 2.544 0.07
H 3.139 1.376 -0.053 0.48
H 4.952 2.830 0.818 0.40
H 5.391 2.961 3.246 0.40
H 4.037 1.650 4.843 0.42
```

Values from the calculation:
Total charge: 0
Energy relative to the best compared isomer or geometry (same formula, charge and spin), kcal/mol: 0.00
HOMO level, eV: -6.668

[2]
This record from the OMol25 dataset describes C37H56IN2O5PS2Y as an isolated structure. The level of theory is the ωB97M-V functional and the def2-TZVPD basis.

Structure (XYZ):
```
105
Properties=species:S:1:pos:R:3:mulliken_charge:R:1
Y -0.349 -0.464 0.137 0.07
O -1.308 -0.129 2.231 0.02
S -2.625 -0.529 2.892 -0.04
C -3.958 0.376 2.025 -0.09
C -4.401 1.732 2.542 -1.50
C -3.378 2.851 2.319 -0.09
C -3.332 3.400 0.879 -1.35
S -1.831 3.140 -0.063 0.57
O -1.565 1.650 -0.011 -0.08
C -0.625 4.012 0.926 1.02
C -0.916 4.842 2.004 -0.69
C 0.111 5.539 2.625 -0.85
C 1.420 5.402 2.183 -0.74
C 1.706 4.573 1.105 -0.77
C 0.685 3.886 0.473 -0.14
C -2.555 0.312 4.457 0.73
C -3.547 0.050 5.394 -0.50
C -3.480 0.664 6.635 -0.61
C -2.419 1.511 6.934 -0.57
C -1.421 1.743 5.996 -0.86
C -1.481 1.142 4.744 -0.38
H -4.772 -0.349 1.990 0.59
H -3.552 0.447 1.016 -0.27
H -4.657 1.685 3.600 0.35
H -5.330 1.978 2.020 0.60
H -2.389 2.502 2.616 0.08
H -3.625 3.675 2.988 0.60
H -3.472 4.484 0.827 0.64
H -4.097 2.952 0.241 0.70
H -1.927 4.992 2.351 0.28
H -0.120 6.201 3.451 0.45
H 2.217 5.948 2.673 0.41
H 2.724 4.474 0.747 0.50
H 0.912 3.237 -0.362 0.04
H -4.359 -0.635 5.163 0.47
H -4.247 0.469 7.373 0.43
H -2.365 1.981 7.907 0.40
H -0.586 2.389 6.239 0.46
H -0.710 1.301 3.999 0.44
C -1.305 -2.555 -3.794 -1.58
C -0.911 -1.092 -4.043 2.15
C -2.065 -0.160 -3.632 -1.77
C -0.693 -0.880 -5.545 -1.77
P 0.504 -0.641 -2.883 1.30
C 0.921 1.044 -3.498 0.57
C 1.611 1.275 -4.691 -0.17
C 1.825 2.561 -5.165 -0.96
C 1.332 3.654 -4.465 -0.81
C 0.637 3.449 -3.284 -0.56
C 0.452 2.156 -2.799 0.16
C 2.037 -1.706 -3.219 2.46
C 2.188 -2.276 -4.632 -1.92
C 3.307 -0.909 -2.893 -1.97
C 1.943 -2.898 -2.248 -2.34
H -2.220 -2.781 -4.352 0.54
H -1.512 -2.752 -2.742 -0.03
H -0.535 -3.249 -4.136 0.22
H -3.001 -0.542 -4.048 0.52
H -1.904 0.849 -4.021 0.37
H -2.208 -0.092 -2.554 0.10
H -1.639 -1.104 -6.052 0.54
H 0.063 -1.535 -5.971 0.27
H -0.442 0.154 -5.781 0.35
H 1.989 0.443 -5.270 0.20
H 2.368 2.707 -6.090 0.49
H 1.484 4.658 -4.842 0.40
H 0.232 4.298 -2.748 0.52
H -0.108 2.012 -1.884 -0.24
H 2.304 -1.512 -5.401 0.21
H 1.363 -2.928 -4.915 0.42
H 3.099 -2.885 -4.645 0.53
H 3.505 -0.127 -3.626 0.38
H 4.153 -1.604 -2.913 0.57
H 3.264 -0.459 -1.903 0.16
H 1.115 -3.559 -2.513 0.25
H 1.823 -2.573 -1.214 0.24
H 2.866 -3.482 -2.313 0.67
I -2.744 -2.043 -0.254 -0.56
C -0.319 -4.880 -0.086 -0.64
N 0.740 -4.726 0.906 0.23
C 1.048 -5.935 1.665 -1.26
C 1.076 -3.492 1.335 0.33
O 0.392 -2.486 1.049 -0.33
N 2.186 -3.344 2.104 0.22
C 3.370 -4.182 1.962 -1.25
C 2.391 -2.087 2.814 -0.95
H -1.277 -5.076 0.397 0.37
H -0.068 -5.716 -0.741 0.38
H -0.421 -3.979 -0.675 -0.20
H 0.121 -6.487 1.823 0.40
H 1.457 -5.688 2.640 0.42
H 1.746 -6.583 1.134 0.33
H 3.298 -4.803 1.073 0.39
H 3.542 -4.818 2.831 0.32
H 4.235 -3.529 1.842 0.40
H 1.448 -1.572 2.957 0.08
H 3.071 -1.435 2.259 0.27
H 2.832 -2.296 3.790 0.47
C 3.411 1.244 0.739 -1.71
C 2.064 0.606 0.601 1.59
O 1.921 -0.425 -0.136 0.22
O 1.053 1.099 1.182 -0.39
H 4.200 0.502 0.624 0.37
H 3.492 1.761 1.694 0.44
H 3.520 1.979 -0.065 0.30
```

Values from the calculation:
Total charge: +1
Energy relative to the best compared isomer or geometry (same formula, charge and spin), kcal/mol: 15.60
HOMO level, eV: -10.503

Values of E_LUMO, in order: 0.3 -1.7, all in eV.
Values of Kohn-Sham gap, in order: 0.2567 0.3230, all in Eh.